{"formula": "C42H51N4O6RuSSe", "method": "the ωB97M-V functional and the def2-TZVPD basis", "homo_energy_ev": [-7.17, -7.17], "max_force_ev_per_a": 0.65, "multiplicity": 6, "e_tot_ha": -5195.8796, "lumo_ev": [-1.63, -2.62], "homo_lumo_gap_ha": [0.204, 0.167], "de_lowest_kcal_mol": 5.7, "species": ["Ru", "C", "C", "C", "C", "C", "C", "C", "Se", "C", "C", "C", "C", "C", "C", "O", "C", "C", "C", "C", "C", "C", "C", "C", "C", "O", "C", "C", "C", "C", "C", "C", "H", "H", "H", "H", "H", "H", "H", "H", "H", "H", "H", "H", "H", "H", "H", "H", "H", "H", "H", "H", "H", "H", "H", "H", "H", "H", "H", "H", "H", "H", "H", "H", "H", "H", "H", "H", "H", "H", "H", "H", "O", "S", "O", "O", "C", "N", "C", "C", "C", "N", "C", "C", "C", "N", "C", "C", "H", "H", "H", "H", "H", "H", "O", "N", "C", "C", "C", "C", "C", "H", "H", "H", "H", "H"], "coordinates": [[-0.014566, 0.563773, -0.058510], [-6.360340, -2.051229, 1.690642], [-5.861779, -0.958485, 2.636820], [-6.632677, 0.332737, 2.327377], [-6.143879, -1.394190, 4.080029], [-4.367732, -0.695001, 2.461697], [-3.591584, -1.353569, 1.521442], [-2.257356, -1.014194, 1.373673], [-1.224677, -1.869123, -0.030550], [-2.219996, -1.281718, -1.572288], [-3.401353, -1.934375, -1.905096], [-4.153829, -1.489210, -2.976001], [-3.651253, -0.401317, -3.700426], [-2.457669, 0.246367, -3.422205], [-1.718833, -0.209496, -2.309749], [-0.563404, 0.367728, -1.942770], [-1.955373, 1.412272, -4.282855], [-1.827444, 2.689032, -3.437228], [-2.911977, 1.720677, -5.437246], [-0.591382, 1.050512, -4.890801], [-5.487266, -2.119784, -3.373732], [-5.819433, -3.341716, -2.516603], [-5.433369, -2.561201, -4.841921], [-6.601426, -1.079917, -3.189622], [-1.624844, -0.037054, 2.156805], [-0.344563, 0.289842, 1.875576], [-2.386786, 0.618385, 3.141832], [-3.727647, 0.263424, 3.246529], [-1.889598, 1.738064, 4.078864], [-2.701177, 3.013569, 3.802044], [-0.408555, 2.105632, 3.942264], [-2.115174, 1.293971, 5.532596], [-7.427293, -2.211228, 1.852168], [-5.849292, -3.000311, 1.865899], [-6.221888, -1.766477, 0.644843], [-7.705767, 0.173134, 2.452191], [-6.450662, 0.645341, 1.296138], [-6.335948, 1.149835, 2.986628], [-7.209326, -1.592264, 4.212941], [-5.856258, -0.625406, 4.798440], [-5.591734, -2.304751, 4.320565], [-4.013007, -2.115801, 0.882604], [-3.711773, -2.786653, -1.317469], [-4.233532, -0.049140, -4.539785], [-2.779117, 2.938284, -2.962146], [-1.542305, 3.527240, -4.076149], [-1.073010, 2.579390, -2.661589], [-3.893855, 2.036750, -5.078949], [-3.036664, 0.862934, -6.101315], [-2.498307, 2.539610, -6.026794], [0.143788, 0.824638, -4.120658], [-0.222425, 1.888518, -5.486319], [-0.682629, 0.181973, -5.546389], [-5.058024, -4.118346, -2.613770], [-6.771450, -3.763828, -2.841546], [-5.919094, -3.080231, -1.460843], [-4.633155, -3.287947, -4.994586], [-5.258927, -1.720047, -5.513695], [-6.378976, -3.025218, -5.129522], [-6.661853, -0.765945, -2.144728], [-7.566244, -1.503113, -3.477208], [-6.427912, -0.192163, -3.799407], [-4.323779, 0.785245, 3.985166], [-2.579449, 3.331631, 2.764004], [-2.356293, 3.824708, 4.446374], [-3.765992, 2.870505, 3.988496], [-0.184047, 2.517612, 2.959081], [0.240538, 1.247861, 4.116749], [-0.181105, 2.870202, 4.689869], [-3.163447, 1.075792, 5.736952], [-1.799907, 2.086647, 6.214264], [-1.533529, 0.397148, 5.755391], [-2.066667, 9.110103, 0.945253], [-3.387917, 9.518088, 0.499110], [-4.119454, 10.352963, 1.427295], [-3.464271, 9.912086, -0.898521], [-4.320941, 7.961811, 0.463318], [-5.665780, 7.998624, 0.474619], [-6.285931, 6.831362, 0.411836], [-5.615319, 5.620222, 0.334928], [-4.236584, 5.682398, 0.314523], [-3.599093, 6.845598, 0.378967], [-3.330841, 4.511301, 0.232031], [-3.760234, 3.198027, 0.079569], [-2.829900, 2.175530, 0.016803], [-1.515396, 2.397847, 0.101738], [-1.099017, 3.662768, 0.252124], [-1.955973, 4.733250, 0.317070], [-7.370464, 6.866953, 0.424868], [-6.160772, 4.685881, 0.297136], [-4.812636, 2.959241, 0.006901], [-3.144376, 1.144227, -0.103374], [-0.026196, 3.808115, 0.325587], [-1.600836, 5.749764, 0.435620], [2.182274, 0.525688, 0.064766], [2.571899, 1.714224, 0.548852], [2.705900, 1.880189, 1.874354], [2.948925, 3.134083, 2.393678], [3.044462, 4.226550, 1.544296], [2.924310, 4.025018, 0.175763], [2.703190, 2.754956, -0.296993], [2.570277, 0.984733, 2.462369], [3.033799, 3.246838, 3.464597], [3.203277, 5.219766, 1.940360], [2.993788, 4.845220, -0.524022], [2.605793, 2.489841, -1.339996]], "forces_ev_per_a": [[0.4, 0.0, -0.2], [0.0, 0.0, 0.0], [0.0, 0.0, 0.0], [0.0, 0.0, 0.0], [0.0, 0.0, 0.0], [0.0, 0.0, 0.0], [0.0, 0.0, 0.0], [0.0, -0.1, -0.1], [-0.1, 0.0, 0.1], [0.0, -0.1, 0.2], [0.0, 0.0, 0.0], [0.0, 0.0, 0.0], [0.0, 0.0, 0.0], [0.0, 0.1, -0.1], [0.1, 0.0, 0.1], [-0.2, 0.1, -0.4], [0.0, 0.0, 0.0], [0.0, 0.0, 0.0], [0.0, 0.0, 0.0], [0.0, 0.0, 0.0], [0.0, 0.0, 0.0], [0.0, 0.0, 0.0], [0.0, 0.0, 0.0], [0.0, 0.0, 0.0], [0.1, 0.1, -0.1], [-0.3, -0.1, 0.6], [0.0, 0.1, 0.1], [0.0, 0.0, 0.0], [0.0, 0.0, 0.0], [0.0, 0.0, 0.0], [0.0, 0.0, 0.0], [0.0, 0.0, 0.0], [0.0, 0.0, 0.0], [0.0, 0.0, 0.0], [0.0, 0.0, 0.0], [0.0, 0.0, 0.0], [0.0, 0.0, 0.0], [0.0, 0.0, 0.0], [0.0, 0.0, 0.0], [0.0, 0.0, 0.0], [0.0, 0.0, 0.0], [0.0, 0.0, 0.0], [0.0, 0.0, 0.0], [0.0, 0.0, 0.0], [0.0, 0.0, 0.0], [0.0, 0.0, 0.0], [0.0, 0.0, 0.0], [0.0, 0.0, 0.0], [0.0, 0.0, 0.0], [0.0, 0.0, 0.0], [0.0, 0.0, 0.0], [0.0, 0.0, 0.0], [0.0, 0.0, 0.0], [0.0, 0.0, 0.0], [0.0, 0.0, 0.0], [0.0, 0.0, 0.0], [0.0, 0.0, 0.0], [0.0, 0.0, 0.0], [0.0, 0.0, 0.0], [0.0, 0.0, 0.0], [0.0, 0.0, 0.0], [0.0, 0.0, 0.0], [0.0, 0.0, 0.0], [0.0, 0.0, 0.0], [0.0, 0.0, 0.0], [0.0, 0.0, 0.0], [0.0, 0.0, 0.0], [0.0, 0.0, 0.0], [0.0, 0.0, 0.0], [0.0, 0.0, 0.0], [0.0, 0.0, 0.0], [0.0, 0.0, 0.0], [-0.1, 0.0, 0.0], [0.2, 0.3, 0.0], [0.0, -0.1, -0.1], [0.0, -0.1, 0.1], [-0.3, -0.4, 0.0], [0.4, 0.0, 0.0], [0.0, 0.3, 0.0], [-0.1, -0.4, 0.0], [0.0, 0.4, 0.0], [-0.2, 0.3, 0.0], [0.1, -0.2, 0.0], [-0.1, 0.0, 0.0], [0.0, 0.0, 0.0], [0.2, -0.2, 0.0], [0.1, -0.1, 0.0], [0.0, 0.1, 0.0], [0.0, 0.0, 0.0], [0.0, 0.0, 0.0], [0.0, 0.0, 0.0], [0.0, 0.0, 0.0], [0.0, 0.0, 0.0], [0.0, 0.0, 0.0], [0.0, 0.4, 0.0], [-0.3, 0.2, 0.1], [0.0, -0.1, 0.1], [0.0, 0.1, 0.0], [0.0, 0.0, 0.0], [0.1, 0.1, 0.1], [0.0, -0.2, -0.3], [0.0, 0.0, 0.0], [0.0, 0.0, 0.0], [0.0, 0.0, 0.0], [0.0, 0.0, 0.0], [-0.1, 0.1, 0.0]], "lowdin_charge": [1.4995, -0.0618, -0.5538, -0.0381, -0.0399, -0.1568, -0.0573, -0.4163, 1.1852, -0.4172, -0.0637, -0.1588, 0.0365, -0.0800, -0.3717, -0.3149, -0.5288, -0.0376, -0.0644, -0.0365, -0.5559, -0.0596, -0.0423, -0.0378, -0.3754, -0.3258, -0.0822, 0.0195, -0.5195, -0.0234, -0.0673, -0.0400, 0.0904, 0.0921, 0.0698, 0.0887, 0.0833, 0.0801, 0.0876, 0.0786, 0.0928, 0.0879, 0.0937, 0.0965, 0.0883, 0.0912, 0.0575, 0.0901, 0.0884, 0.0893, 0.0705, 0.0876, 0.0923, 0.0915, 0.0895, 0.0691, 0.0929, 0.0779, 0.0870, 0.0828, 0.0882, 0.0815, 0.1052, 0.0685, 0.0959, 0.0837, 0.0601, 0.0833, 0.0894, 0.0769, 0.0890, 0.0936, -0.3785, 0.3890, -0.3538, -0.3565, -0.3225, 0.1356, -0.1150, -0.0025, -0.2298, 0.1512, -0.1197, 0.0131, -0.1177, -0.0214, -0.1223, 0.0216, 0.1101, 0.0987, 0.1114, 0.1128, 0.0965, 0.1268, -0.2313, -0.2049, -0.0032, -0.0147, -0.0227, -0.0249, -0.0160, 0.1477, 0.1252, 0.1253, 0.1279, 0.1479]}